36
Properties=species:S:1:pos:R:3 method="wB97M-V/def2-TZVPD" max_force_ev_per_a=3.8 e_tot_ha=-2001.4161 multiplicity=4 relative_energy_kj_mol=507.8
Cr -0.216 1.934 -2.396
P 0.240 4.167 -1.927
O -0.171 0.384 -0.284
N -0.369 -1.154 1.478
N 0.251 1.000 1.956
C -0.367 -0.400 3.863
C -0.444 -2.276 0.561
C 0.805 -0.567 -3.762
C 1.548 -1.859 -3.507
C -0.348 1.010 3.299
C 0.799 2.265 1.505
C 0.667 -2.770 -2.764
C -0.671 -2.256 -2.969
C -0.847 -1.402 2.830
C -0.581 -0.811 -3.433
C -0.122 0.100 0.961
H -1.396 1.402 3.255
H -0.768 -3.173 1.126
H -1.547 -2.605 -2.414
H 1.192 0.077 -4.576
H 2.608 -1.982 -3.540
H 0.919 -3.799 -2.459
H 0.260 1.701 3.923
H 1.410 2.667 2.303
H 0.514 -2.487 0.102
H 0.180 4.107 -0.490
H -1.469 -0.323 -3.865
H 0.656 -0.666 4.202
H -0.948 4.596 -2.618
H -0.005 2.977 1.203
H -0.557 -2.434 3.117
H 1.515 4.425 -2.558
H -1.034 -0.431 4.711
H 1.411 2.036 0.611
H -1.950 -1.364 2.803
H -1.167 -2.089 -0.247